Density functional theory data (the ωB97M-V functional and the def2-TZVPD basis) for one molecule with the formula C3H3NS2 in a non-equilibrium geometry.

Geometry as XYZ:
```
9
Properties=species:S:1:pos:R:3:forces:R:3:mulliken_charge:R:1
C -1.692 0.216 -0.592 0.1 0.0 0.5 -0.146
C 0.823 0.270 0.595 -1.2 1.5 0.8 -0.659
C 1.507 -0.690 -0.186 2.1 -1.6 -1.2 0.393
H -2.495 0.698 -1.165 0.4 0.0 0.1 0.294
H 0.347 -0.170 1.474 -0.1 -0.1 -0.2 0.353
H 1.494 1.042 0.957 0.5 -0.1 0.1 0.322
N 2.243 -1.397 -0.735 -1.1 0.7 0.5 -0.377
S -1.886 -1.292 -0.020 0.2 0.6 -0.3 -0.217
S -0.341 1.323 -0.327 -0.8 -0.9 -0.2 0.037
```
Forces are in eV/Å.

Properties
ΔE to the lowest compared entry with this formula, charge and spin ... 5.9 kcal/mol
Calculated total energy ... -967.20651 Ha
Highest occupied orbital energy ... -9.29 eV
SMILES string ... N#CCSC=S

Density functional theory data (the ωB97M-V functional and the def2-TZVPD basis) for C18H46N3NbO5P as an isolated structure in a non-equilibrium geometry.

Geometry as XYZ:
```
74
Properties=species:S:1:pos:R:3:forces:R:3:mulliken_charge:R:1
C -1.517 2.687 -0.763 1.4 -4.3 -3.1 -0.119
C -1.444 1.816 -1.765 -0.5 4.5 5.1 0.088
Nb -0.875 0.158 -3.279 0.5 2.0 1.0 -0.490
C 1.358 0.614 -2.856 0.2 0.9 0.4 -0.909
C -0.802 1.646 -5.010 1.4 0.2 -2.8 -0.658
C 0.060 0.984 -6.213 -3.0 -0.4 -2.0 0.180
O -0.481 0.466 -7.256 2.4 1.9 3.9 -0.559
P -0.921 -1.637 -1.411 0.1 -0.4 -0.7 0.329
C 0.870 -2.086 -0.990 0.9 -0.8 -0.1 -0.922
O -1.764 -3.017 -2.120 0.0 0.6 1.6 -0.601
H -1.269 3.150 0.279 -0.8 -0.7 -2.5 -0.137
H -2.667 -0.089 -3.625 -0.1 -0.2 0.1 0.020
H -0.450 -1.216 -4.411 -0.3 0.2 0.2 0.094
H 2.023 -0.313 -2.943 -0.7 1.5 0.2 0.155
H 1.382 1.099 -1.798 0.2 -1.0 -1.6 0.180
H 1.678 1.473 -3.572 -0.3 -1.6 1.0 0.348
H -1.866 1.942 -5.359 1.7 -0.8 0.4 0.345
H -0.258 2.633 -4.762 -0.7 -1.6 0.1 0.292
H 1.218 1.001 -6.117 -1.6 -0.1 0.1 0.223
H 0.969 -2.890 -0.156 -0.2 1.3 -1.4 0.262
H 1.398 -2.422 -1.954 -0.6 0.2 1.5 0.315
H 1.434 -1.139 -0.642 -1.2 -1.3 -0.5 0.243
H -2.592 -3.082 -1.573 1.2 0.0 -0.8 0.319
C 0.652 5.958 1.282 0.2 -0.1 -0.2 -1.454
C -0.838 6.163 1.022 0.2 0.1 0.3 0.409
C -1.340 7.575 1.389 -0.3 -0.2 -0.1 -0.808
O -1.506 7.797 2.788 0.3 0.2 -0.3 -0.384
C -0.309 8.116 3.478 -0.3 -0.1 0.2 -0.643
N -1.591 5.121 1.731 -0.2 0.3 0.1 -0.556
H 0.880 5.815 2.340 -0.1 0.0 0.0 0.243
H 1.009 5.066 0.758 -0.1 0.1 0.1 0.358
H 1.235 6.810 0.920 0.0 0.0 0.0 0.367
H -0.998 6.029 -0.053 -0.1 0.0 0.1 0.394
H -2.337 7.700 0.954 0.0 0.0 0.1 0.355
H -0.708 8.355 0.946 0.1 0.0 0.1 0.440
H 0.376 8.708 2.865 0.0 -0.1 -0.1 0.291
H 0.180 7.202 3.821 0.2 0.1 0.0 0.224
H -0.573 8.699 4.364 -0.1 0.0 -0.1 0.256
H -2.575 5.199 1.476 0.1 -0.2 -0.1 0.265
H -1.580 5.359 2.724 0.1 -0.1 -0.2 0.263
C 2.855 0.413 2.881 0.3 0.0 0.0 -1.333
C 1.745 1.348 3.354 -0.2 -0.4 -0.3 0.354
C 0.802 0.709 4.396 -0.2 0.2 -0.1 -0.728
O -0.141 -0.210 3.852 0.4 0.1 0.4 -0.387
C 0.374 -1.511 3.617 -0.3 0.0 -0.3 -0.435
N 1.005 1.837 2.185 -0.2 0.0 0.4 -0.470
H 2.500 -0.336 2.170 -0.1 0.1 0.1 0.143
H 3.640 0.983 2.375 -0.2 0.0 0.0 0.359
H 3.316 -0.109 3.725 0.0 0.0 0.0 0.356
H 2.230 2.205 3.836 -0.1 0.0 0.1 0.377
H 0.204 1.510 4.844 -0.1 -0.1 -0.1 0.331
H 1.364 0.247 5.218 0.1 -0.1 -0.1 0.440
H 1.116 -1.803 4.367 0.1 0.1 0.0 0.297
H 0.801 -1.570 2.615 0.2 -0.2 0.0 0.027
H -0.459 -2.218 3.661 0.0 0.1 0.0 0.253
H 0.330 2.536 2.494 0.1 0.0 -0.2 0.146
H 0.420 1.068 1.853 0.2 0.1 -0.1 0.267
C -1.684 -7.913 -0.488 -0.3 -0.2 0.0 -1.526
C -1.422 -6.626 -1.266 0.4 -0.1 0.2 0.454
C -0.417 -6.799 -2.424 -0.1 0.5 -0.1 -0.683
O 0.947 -6.883 -2.013 -0.3 -0.4 -0.2 -0.378
C 1.346 -8.166 -1.563 0.2 0.4 0.1 -0.673
N -0.991 -5.583 -0.328 0.2 0.1 -0.2 -0.697
H -0.870 -8.166 0.195 0.0 0.1 -0.1 0.267
H -2.587 -7.811 0.121 0.1 0.1 -0.1 0.382
H -1.836 -8.759 -1.166 0.0 0.0 0.0 0.349
H -2.376 -6.317 -1.706 0.1 0.1 -0.1 0.393
H -0.477 -5.906 -3.055 0.1 0.0 0.2 0.348
H -0.681 -7.650 -3.064 0.0 -0.2 0.1 0.426
H 0.845 -8.970 -2.111 -0.1 0.0 0.0 0.301
H 1.161 -8.262 -0.492 -0.1 -0.2 0.0 0.228
H 2.424 -8.260 -1.720 -0.1 0.1 -0.1 0.254
H -0.914 -4.701 -0.836 -0.2 0.0 0.0 0.203
H -0.027 -5.793 -0.062 -0.2 0.0 0.0 0.338
```
Forces are in eV/Å.

Properties
Net charge ... -1
Calculated total energy ... -1651.86610 Ha
Highest occupied orbital energy ... -4.35 eV

Density functional theory data (the ωB97M-V functional and the def2-TZVPD basis) for C16H32InOP as an isolated structure in a non-equilibrium geometry.

Geometry as XYZ:
```
51
Properties=species:S:1:pos:R:3:forces:R:3:mulliken_charge:R:1
C -1.442 -0.474 -2.695 1.3 -0.3 -1.1 -1.101
H -1.754 -1.499 -2.551 -0.6 -0.2 -0.3 0.506
H -2.201 0.248 -2.470 -0.5 0.4 -0.5 0.400
H -0.707 -2.270 -0.310 -1.0 0.9 -0.3 -0.450
C -0.480 -0.330 -3.902 0.6 0.8 1.2 -0.299
H 0.081 0.637 -3.829 -0.6 -0.6 -0.1 0.301
H 0.302 -1.108 -3.835 -0.4 0.2 0.0 0.387
C -1.214 -0.414 -5.238 -0.1 0.0 0.5 -1.232
H -0.534 -0.061 -6.010 -0.2 -0.1 -0.2 0.364
H -1.516 -1.443 -5.427 -0.1 0.1 -0.2 0.339
H -2.098 0.225 -5.175 0.0 -0.1 -0.4 0.350
C 0.335 1.345 1.743 1.0 0.0 1.0 0.936
C 0.455 2.072 0.533 0.2 0.4 -0.8 0.767
C -0.755 1.939 -0.170 0.2 0.6 -0.7 0.533
C -1.652 1.119 0.659 -0.8 0.3 1.5 0.421
C -0.953 0.785 1.844 -1.4 -0.4 -0.8 0.537
C -1.514 0.107 3.034 0.0 -0.1 0.0 -1.792
C -3.142 1.057 0.468 -0.2 -0.4 -0.1 -1.189
C -1.244 2.834 -1.266 0.1 0.2 -0.4 -1.203
C 1.614 2.927 0.167 -0.1 -0.1 -0.1 -1.882
C 1.366 1.280 2.806 0.5 -0.2 0.1 -1.540
In -0.478 -0.588 -0.758 0.8 -0.8 1.2 1.425
H -3.598 0.337 1.171 0.2 0.4 -0.4 0.384
H -3.610 2.050 0.659 0.4 -0.5 -0.1 0.347
H -3.426 0.750 -0.560 0.1 0.3 0.5 0.223
H -2.489 -0.320 2.827 -0.1 -0.1 0.1 0.425
H -0.858 -0.686 3.381 0.1 -0.1 0.1 0.286
H -1.626 0.823 3.850 0.0 0.0 0.1 0.382
H 2.387 1.348 2.393 -0.4 0.1 0.1 0.376
H 1.256 2.115 3.526 -0.1 -0.2 -0.3 0.373
H 1.300 0.346 3.389 -0.1 0.4 -0.2 0.336
H 1.519 3.287 -0.853 0.1 0.1 0.0 0.424
H 1.688 3.799 0.826 0.0 -0.1 0.0 0.361
H 2.548 2.371 0.256 0.0 0.0 0.0 0.413
H -1.798 2.288 -2.051 0.2 0.3 0.4 0.178
H -1.933 3.608 -0.859 0.4 -0.5 -0.1 0.349
H -0.407 3.367 -1.750 -0.4 -0.3 0.2 0.405
C 3.358 -2.797 -0.095 0.2 -0.1 -0.1 -1.237
P 1.862 -2.412 0.796 0.2 -0.7 0.1 1.140
C 0.659 -3.726 0.489 0.5 -0.5 0.1 -1.394
C 2.311 -2.521 2.529 0.0 0.2 0.2 -1.156
O 1.324 -1.044 0.364 0.1 0.8 0.0 -0.616
H 3.610 -3.853 0.063 0.0 0.2 -0.1 0.410
H 4.177 -2.173 0.286 -0.2 -0.1 -0.2 0.394
H 3.223 -2.608 -1.166 0.0 -0.1 0.2 0.326
H 1.085 -4.714 0.737 0.0 0.4 0.0 0.432
H -0.238 -3.551 1.095 0.2 -0.2 -0.2 0.400
H 0.407 -3.725 -0.581 0.0 -0.2 0.4 0.399
H 3.214 -1.929 2.733 -0.3 -0.1 -0.1 0.386
H 1.503 -2.196 3.195 0.1 -0.1 -0.2 0.261
H 2.541 -3.574 2.747 -0.1 0.2 0.0 0.418
```
Forces are in eV/Å.

Properties
ΔE to the lowest compared entry with this formula, charge and spin ... 6.2 kcal/mol
Net charge ... +2
Calculated total energy ... -1234.91470 Ha
Highest occupied orbital energy (alpha / beta) ... -14.91 / -15.07 eV